# C34H75N11O6P3

A 4-piece molecular cluster, C34H75N11O6P3 overall at a distorted geometry (ωB97M-V with the def2-TZVPD basis set, the OMol25 dataset).

Strongest force on any atom   7.95 eV Å⁻¹
Total charge   +1
LUMO   -4.0 eV
HOMO-LUMO gap   5.4 eV
Calculated total energy   -3417.5297 Ha

Each atom is followed by the atoms it is bonded to, with distances in Å.
Cartesian coordinates (Å):
1 C -2.118 -1.595 1.810  C2 1.228, H22 1.132
2 C -1.179 -1.958 1.106  C1 1.228, N3 1.451
3 N 0.122 -1.968 0.464  C2 1.451, C4 1.421, C16 1.430
4 C 0.295 -1.420 -0.835  N3 1.421, C5 1.511, H23 1.133
5 C 1.640 -1.371 -1.521  C4 1.511, C6 1.528, H24 1.127
6 C 2.804 -1.952 -0.720  C5 1.528, C7 1.600, C15 1.510
7 C 4.289 -1.919 -1.313  C6 1.600, C8 1.632, H25 1.141, H26 1.129
8 C 4.824 -0.401 -1.043  C7 1.632, N9 1.490, H27 1.130, H28 1.139
9 N 4.033 0.192 0.072  C8 1.490, C10 1.493, C12 1.472
10 C 3.451 1.501 -0.347  N9 1.493, C11 1.590, H29 1.142, H30 1.147
11 C 2.570 2.218 0.766  C10 1.590, H31 1.145, H32 1.138, H33 1.132
12 C 4.864 0.484 1.251  N9 1.472, C13 1.604, O14 1.235
13 C 4.350 0.163 2.736  C12 1.604, H34 1.140, H35 1.133, H36 1.140
14 O 5.984 1.001 1.191  C12 1.235
15 C 2.608 -2.573 0.643  C6 1.510, C16 1.516, H37 1.123
16 C 1.199 -2.551 1.203  N3 1.430, C15 1.516, C17 1.600
17 C 0.983 -3.205 2.647  C16 1.600, C18 1.614, H38 1.130, H39 1.143
18 C 1.331 -2.051 3.721  C17 1.614, C19 1.584, H40 1.145, H41 1.140
19 C 1.982 -2.628 5.046  C18 1.584, O20 1.216, O21 1.434
20 O 1.682 -2.277 6.170  C19 1.216
21 O 3.029 -3.601 4.936  C19 1.434, H42 0.980
22 H -2.928 -1.165 2.472  C1 1.132
23 H -0.596 -0.975 -1.375  C4 1.133
24 H 1.779 -0.937 -2.552  C5 1.127
25 H 4.987 -2.599 -0.720  C7 1.141
26 H 4.317 -2.166 -2.414  C7 1.129
27 H 5.941 -0.412 -0.874  C8 1.130
28 H 4.585 0.187 -1.988  C8 1.139
29 H 2.802 1.422 -1.283  C10 1.142
30 H 4.318 2.211 -0.592  C10 1.147
31 H 2.150 3.167 0.282  C11 1.145
32 H 3.161 2.579 1.669  C11 1.138
33 H 1.687 1.613 1.134  C11 1.132
34 H 4.527 -0.929 3.012  C13 1.140
35 H 3.259 0.431 2.878  C13 1.133
36 H 4.976 0.790 3.454  C13 1.140
37 H 3.446 -3.014 1.246  C15 1.123
38 H -0.056 -3.631 2.774  C17 1.130
39 H 1.729 -4.069 2.714  C17 1.143
40 H 2.116 -1.391 3.212  C18 1.145
41 H 0.427 -1.400 3.965  C18 1.140
42 H 3.782 -3.213 4.443  O21 0.980
43 O -6.205 -1.116 1.271  P44 1.539
44 P -6.676 -2.567 1.075  O43 1.539, N45 1.722, N48 1.737, N51 1.758
45 N -7.886 -2.090 -0.053  P44 1.722, C46 1.447, C47 1.464
46 C -9.250 -2.551 -0.199  N45 1.447, H54 1.097, H55 1.094, H56 1.086
47 C -7.371 -1.658 -1.353  N45 1.464, H57 1.096, H58 1.093, H59 1.094
48 N -7.294 -2.666 2.695  P44 1.737, C49 1.454, C50 1.468
49 C -8.632 -2.207 3.032  N48 1.454, H60 1.097, H61 1.094, H62 1.091
50 C -6.374 -2.138 3.710  N48 1.468, H63 1.095, H64 1.094, H65 1.094
51 N -7.116 -4.255 0.854  P44 1.758, C52 1.458, C53 1.448
52 C -6.666 -4.887 -0.380  N51 1.458, H66 1.095, H67 1.094, H68 1.093
53 C -8.025 -5.083 1.621  N51 1.448, H69 1.093, H70 1.090, H71 1.095
54 H -9.321 -3.538 -0.671  C46 1.097
55 H -9.825 -1.858 -0.821  C46 1.094
56 H -9.793 -2.578 0.741  C46 1.086
57 H -7.159 -2.515 -2.003  C47 1.096
58 H -6.447 -1.086 -1.243  C47 1.093
59 H -8.078 -1.000 -1.867  C47 1.094
60 H -8.834 -1.195 2.661  C49 1.097
61 H -8.795 -2.210 4.114  C49 1.094
62 H -9.393 -2.892 2.655  C49 1.091
63 H -6.406 -1.045 3.768  C50 1.095
64 H -5.345 -2.438 3.491  C50 1.094
65 H -6.620 -2.542 4.697  C50 1.094
66 H -7.458 -4.901 -1.136  C52 1.095
67 H -6.333 -5.915 -0.210  C52 1.094
68 H -5.810 -4.351 -0.798  C52 1.093
69 H -9.070 -4.841 1.414  C53 1.093
70 H -7.846 -5.016 2.693  C53 1.090
71 H -7.893 -6.145 1.382  C53 1.095
72 O -0.969 -2.415 -4.842  P73 1.540
73 P -0.185 -1.764 -5.996  O72 1.540, N74 1.721, N77 1.738, N80 1.759
74 N -1.523 -1.900 -7.070  P73 1.721, C75 1.447, C76 1.464
75 C -1.556 -2.281 -8.466  N74 1.447, H83 1.097, H84 1.094, H85 1.086
76 C -2.631 -0.986 -6.784  N74 1.464, H86 1.096, H87 1.093, H88 1.094
77 N 0.885 -3.127 -6.122  P73 1.738, C78 1.454, C79 1.469
78 C 0.545 -4.297 -6.917  N77 1.454, H89 1.096, H90 1.095, H91 1.090
79 C 1.388 -3.604 -4.827  N77 1.469, H92 1.095, H93 1.094, H94 1.095
80 N 0.760 -0.967 -7.247  P73 1.759, C81 1.459, C82 1.449
81 C 0.433 0.429 -7.517  N80 1.459, H95 1.095, H96 1.094, H97 1.093
82 C 1.698 -1.527 -8.197  N80 1.449, H98 1.093, H99 1.090, H100 1.095
83 H -1.209 -1.485 -9.135  C75 1.097
84 H -2.576 -2.533 -8.772  C75 1.094
85 H -0.985 -3.181 -8.675  C75 1.086
86 H -2.446 0.009 -7.203  C76 1.096
87 H -2.783 -0.871 -5.708  C76 1.093
88 H -3.576 -1.361 -7.186  C76 1.094
89 H -0.457 -4.681 -6.689  C78 1.096
90 H 1.263 -5.108 -6.762  C78 1.095
91 H 0.620 -4.086 -7.984  C78 1.090
92 H 0.656 -4.230 -4.306  C79 1.095
93 H 1.640 -2.762 -4.176  C79 1.094
94 H 2.304 -4.187 -4.963  C79 1.095
95 H -0.227 0.525 -8.385  C81 1.095
96 H 1.330 1.026 -7.698  C81 1.094
97 H -0.071 0.880 -6.658  C81 1.093
98 H 1.191 -2.066 -9.001  C82 1.093
99 H 2.425 -2.188 -7.726  C82 1.090
100 H 2.299 -0.745 -8.672  C82 1.095
101 O 3.930 4.042 4.099  P102 1.536
102 P 4.393 5.441 4.532  O101 1.536, N103 1.722, N106 1.735, N109 1.757
103 N 2.779 5.991 4.770  P102 1.722, C104 1.447, C105 1.464
104 C 2.175 7.262 4.434  N103 1.447, H112 1.097, H113 1.094, H114 1.086
105 C 2.106 5.419 5.938  N103 1.464, H115 1.096, H116 1.093, H117 1.094
106 N 4.982 5.810 2.942  P102 1.735, C107 1.453, C108 1.468
107 C 4.112 6.348 1.910  N106 1.453, H118 1.098, H119 1.095, H120 1.091
108 C 5.766 4.722 2.346  N106 1.468, H121 1.095, H122 1.093, H123 1.094
109 N 5.024 6.987 5.079  P102 1.757, C110 1.458, C111 1.448
110 C 4.983 7.233 6.516  N109 1.458, H124 1.095, H125 1.094, H126 1.093
111 C 5.414 8.151 4.311  N109 1.448, H127 1.093, H128 1.090, H129 1.095
112 H 2.460 8.067 5.122  C104 1.097
113 H 1.083 7.189 4.464  C104 1.094
114 H 2.392 7.582 3.419  C104 1.086
115 H 2.380 5.950 6.857  C105 1.096
116 H 2.367 4.366 6.070  C105 1.093
117 H 1.018 5.452 5.830  C105 1.094
118 H 3.187 5.769 1.797  C107 1.098
119 H 4.615 6.377 0.938  C107 1.095
120 H 3.866 7.393 2.105  C107 1.091
121 H 5.127 3.935 1.931  C108 1.095
122 H 6.424 4.267 3.091  C108 1.093
123 H 6.407 5.102 1.545  C108 1.094
124 H 4.114 7.838 6.794  C110 1.095
125 H 5.884 7.744 6.864  C110 1.094
126 H 4.929 6.291 7.067  C110 1.093
127 H 4.548 8.701 3.935  C111 1.093
128 H 6.070 7.900 3.477  C111 1.090
129 H 5.994 8.853 4.920  C111 1.095